# 1
DFT (ωB97M-V/def2-TZVPD) results for a 2-piece molecular cluster, C4H7ClOS overall.

The geometry in XYZ format:
```
14
Properties=species:S:1:pos:R:3:forces:R:3
C -1.302 0.347 -0.507 -1.5 1.7 1.8
H 1.981 -1.914 -0.766 0.7 -2.0 -0.3
H 1.036 -0.517 -1.377 -0.2 -0.4 0.2
C 1.648 -0.954 -0.585 0.9 4.7 1.5
S 0.673 -0.886 1.026 2.7 1.7 -0.6
H -1.089 -0.438 -1.121 0.6 -1.9 -1.4
H -2.875 0.683 1.112 -0.9 -0.1 0.6
H -1.439 2.456 -1.104 0.5 -0.4 1.3
C -1.064 1.794 -0.261 -0.8 0.6 -0.4
C -2.139 0.800 0.378 2.9 1.2 -1.6
Cl 2.284 -1.370 2.341 0.1 0.4 -0.3
H 2.528 -0.146 -0.484 -1.7 -2.1 0.0
H -0.158 2.224 0.287 -1.3 -1.0 -0.5
O -0.084 -2.077 1.060 -2.1 -2.4 -0.2
```
Positions in Å, forces in eV/Å.

Its HOMO-LUMO gap is 9.656 eV. The value obtained for the HOMO energy is -9.647 eV. For the molecular weight, the calculation gives 138.62 g mol⁻¹. The relative energy (zero: lowest compared OMol25 entry of this formula, charge and spin) comes out at 96.7 kcal/mol.

Partial charges, Löwdin, in e:
1 C -0.214
2 H 0.012
3 H 0.026
4 C -0.261
5 S 0.530
6 H 0.057
7 H 0.078
8 H 0.085
9 C -0.142
10 C 0.008
11 Cl 0.161
12 H 0.102
13 H 0.091
14 O -0.531

# 2
DFT (ωB97M-V/def2-TZVPD) results for a 11-piece molecular cluster, C44H76F12O29 overall.

The geometry in XYZ format:
```
161
Properties=species:S:1:pos:R:3:forces:R:3
F 2.424 -17.719 2.219 0.0 0.0 -0.1
H 7.630 -29.440 -7.681 0.0 0.3 0.0
C 2.933 -17.639 0.980 -0.1 -0.1 0.3
H 7.208 -21.576 -4.121 0.0 0.0 0.1
C 11.643 -21.831 -0.272 -0.3 0.6 -0.4
C -2.454 -26.131 -11.466 -0.8 -0.2 -0.3
C 9.490 -27.085 -3.190 -0.1 0.1 -1.1
C 7.200 -27.551 -2.851 0.4 0.5 0.2
H 5.645 -20.570 0.700 -0.3 0.0 0.0
H 6.400 -19.406 -2.072 0.1 0.4 0.5
H 6.173 -21.052 -1.637 0.1 -0.1 0.6
O 4.610 -17.336 -5.802 -0.2 0.1 0.1
H 8.590 -20.531 -4.596 -0.2 0.1 0.4
H 10.181 -26.305 -2.884 -0.1 0.0 0.3
C 13.112 -24.050 -5.072 0.0 -0.3 0.6
H -2.894 -21.039 -3.427 0.3 0.2 0.0
C 11.139 -23.242 -0.397 1.0 -0.8 0.9
H 8.945 -29.124 -8.800 0.0 0.0 -0.1
H 11.654 -21.460 0.750 0.0 -0.1 0.1
O 10.627 -23.387 2.219 0.1 -0.1 0.1
C 5.174 -20.529 -6.944 0.3 0.8 -0.4
H -0.630 -22.138 -1.031 -0.1 0.4 0.0
O 10.518 -22.203 -3.637 -0.1 -0.3 -0.2
H -2.694 -27.176 -8.180 0.2 0.0 0.0
H 3.472 -24.840 -9.542 -0.1 0.3 0.0
O 0.606 -25.530 -5.025 0.5 0.2 0.3
H 11.221 -23.587 -1.424 -0.8 0.1 -0.1
H 3.147 -24.331 -7.151 -0.1 0.1 0.1
O -1.204 -21.503 -4.493 -0.4 0.7 0.3
H 7.273 -27.897 -10.312 0.0 0.1 0.0
O 6.283 -25.486 -9.630 -0.2 0.3 -0.5
F 7.368 -16.591 -6.772 0.3 -0.2 -0.1
H 3.152 -27.743 -2.995 0.0 0.0 0.2
H 1.193 -24.875 -8.616 -0.8 0.1 -0.1
H 4.560 -27.295 -3.912 0.0 0.5 0.0
H -3.344 -26.571 -6.671 -0.3 -0.5 0.2
H 2.270 -21.600 -6.642 0.0 -0.2 -0.1
H 1.250 -22.985 -7.101 -0.2 0.0 0.2
C 7.147 -28.008 -9.234 -0.3 -1.0 -0.4
H -0.120 -21.475 -8.560 0.0 -0.1 0.2
H 4.005 -26.264 -2.507 0.1 0.1 -0.2
H 1.588 -23.284 -9.255 -0.1 0.2 -0.2
H 12.631 -21.680 -0.708 0.1 -0.4 0.1
H -0.395 -27.195 -7.144 0.0 -0.1 0.0
C 11.032 -23.214 -4.337 0.2 -0.3 0.0
C 8.282 -23.749 1.929 0.0 0.2 -0.4
H 2.171 -21.964 -2.176 0.1 -0.1 0.2
C 7.263 -25.685 -8.985 0.1 -0.5 0.4
O -1.059 -21.580 1.350 -0.4 0.2 0.0
H 1.404 -26.164 -2.580 0.0 0.1 0.0
H 13.909 -23.467 -5.520 -0.1 -0.1 -0.3
C 0.396 -21.768 -0.914 -1.2 -1.1 -0.3
C 7.862 -29.231 -8.728 0.4 -0.4 0.6
C 4.133 -27.267 -2.910 0.0 -0.7 0.0
H -2.644 -26.301 -12.525 0.2 0.0 0.0
F 6.501 -15.545 -5.102 0.1 -0.2 0.0
C -1.237 -26.705 -6.658 -0.3 0.6 -0.3
C 5.111 -19.992 -5.519 -0.3 -1.1 -1.0
H 6.213 -20.773 -7.179 -0.1 -0.4 0.1
O -1.169 -26.896 -5.234 -0.2 -0.2 0.1
H -0.053 -23.511 4.200 0.1 -0.1 -0.4
H 10.995 -21.193 -0.883 0.0 0.0 0.2
H 0.636 -22.296 -2.950 0.0 -0.2 -0.1
O 6.487 -24.399 -2.841 0.4 0.0 -0.3
H -1.190 -22.338 3.548 0.0 0.2 -0.4
C -2.573 -21.776 -4.156 0.4 -0.5 0.1
C 6.911 -16.745 -5.529 -0.6 0.4 0.4
O 6.312 -27.472 -1.869 0.0 -0.2 0.6
H 4.522 -21.385 -7.088 0.0 -0.1 0.0
H 3.192 -25.191 -4.875 0.3 -0.2 0.1
F 8.003 -25.056 1.899 0.0 0.0 -0.2
H 4.919 -19.762 -7.682 -0.3 0.0 0.2
O 5.104 -24.535 -4.447 0.3 0.1 -0.6
C -0.136 -22.560 3.668 0.2 -0.2 1.2
O 0.607 -22.632 2.463 -0.2 -0.2 -0.2
C 4.085 -24.298 -6.604 0.2 -0.5 0.7
H 2.508 -26.010 -10.328 -0.4 0.1 -0.2
O 7.038 -27.963 -3.960 -0.2 -0.5 -0.4
C -0.513 -25.316 -10.446 0.0 -0.1 0.2
H 5.145 -29.094 -2.481 0.3 -0.1 0.1
H 7.336 -23.347 -1.229 0.0 0.1 -0.3
O -0.524 -26.454 -3.270 -0.5 -0.4 0.6
O -1.173 -22.973 -6.219 -0.4 0.1 -0.2
H 5.395 -20.833 -4.890 0.1 0.4 0.5
H 1.327 -23.470 -1.767 0.1 -0.1 -0.2
C 2.592 -24.932 -10.187 0.6 0.0 0.2
F 9.303 -24.957 -7.944 -0.1 0.0 -0.1
H 2.821 -24.435 -11.129 0.0 -0.1 -0.1
H 0.147 -25.243 -1.704 0.0 0.2 -0.5
F 7.420 -23.103 1.128 -0.2 -0.1 0.2
O -1.463 -25.125 -11.351 0.1 0.3 -0.2
H 4.809 -20.048 -1.741 0.0 0.1 0.2
H 3.322 -23.495 -4.691 0.3 0.2 -0.1
H 13.549 -24.795 -4.403 0.0 0.1 0.0
C 0.379 -26.179 -2.217 0.4 0.4 0.3
H 4.107 -19.665 -5.263 0.1 0.3 0.2
F 1.913 -17.637 0.115 0.1 0.1 0.0
H -1.198 -25.633 -6.864 0.3 0.0 0.0
O 0.296 -24.262 -10.456 -0.4 0.1 0.2
C 5.713 -17.719 -5.559 -0.1 0.1 -0.4
H -2.584 -22.757 -3.680 -0.4 -0.1 -0.2
C 6.768 -24.250 -1.453 -0.3 0.4 0.5
H 1.574 -21.146 -8.871 0.0 0.2 0.0
C -2.597 -27.237 -7.096 0.9 0.2 -0.2
H 11.687 -23.978 0.201 0.5 0.4 -0.1
C 1.258 -21.915 -6.905 0.3 0.3 0.0
H -3.395 -25.767 -11.048 0.2 0.0 0.2
C 3.797 -18.890 0.722 0.2 0.1 -0.1
H 9.975 -28.060 -3.147 -0.1 0.0 0.2
H 9.212 -26.878 -4.224 0.0 -0.1 0.0
C 3.854 -24.352 -5.111 -1.3 0.3 0.2
C 5.330 -23.912 -3.304 0.0 -1.0 0.5
H -2.175 -27.063 -10.983 0.2 0.1 0.0
H 0.638 -20.071 -7.801 0.1 0.0 -0.1
H -3.211 -21.714 -5.034 0.0 -0.2 -0.1
C -0.257 -26.215 -4.548 -0.3 -0.2 -0.4
H -2.652 -28.287 -6.815 -0.5 0.1 0.2
C 9.110 -22.272 -3.411 -1.0 0.2 2.2
F 3.595 -16.490 0.881 0.0 0.0 -0.1
O 6.100 -18.966 -5.390 0.4 -0.2 0.6
H 7.570 -30.145 -9.248 -0.1 0.2 -0.3
C 8.102 -24.553 -8.359 0.1 -0.2 0.4
O 5.050 -18.594 0.412 -0.1 0.3 0.0
C -0.687 -22.100 -5.553 0.7 -0.3 0.0
C 9.724 -23.478 1.442 0.2 0.0 0.4
C 8.253 -21.552 -4.412 1.0 -0.2 -0.9
C 5.845 -20.041 -1.377 -0.9 -0.5 -1.4
O 3.312 -19.975 0.812 -0.1 -0.3 0.0
F 7.888 -17.154 -4.723 0.2 -0.1 -0.2
H 0.355 -20.682 -0.930 0.3 0.1 0.2
H 6.912 -19.416 0.339 -0.2 0.3 0.3
F 8.109 -23.319 3.166 0.1 0.1 0.1
O 7.715 -26.866 -8.591 0.2 0.3 0.0
O 0.823 -22.301 0.348 0.7 0.2 0.1
H 9.009 -21.870 -2.391 0.1 0.7 -0.3
H 0.337 -21.836 4.336 -0.2 0.2 -0.2
C 0.014 -22.113 1.380 0.3 0.0 -0.1
O 8.335 -27.035 -2.367 0.2 0.0 0.6
H 6.081 -28.143 -9.045 0.0 0.6 0.1
O 10.415 -24.078 -4.899 -0.2 0.0 -0.1
C 1.194 -22.423 -2.024 0.3 0.8 0.3
H 8.710 -23.265 -3.187 0.6 -0.4 -0.9
C 5.044 -28.110 -2.022 -0.8 0.3 -0.8
F 8.274 -23.522 -9.178 -0.2 0.0 -0.2
H 5.832 -24.194 -0.897 0.0 -0.1 0.1
O 12.360 -23.130 -4.267 0.0 0.3 -0.1
C 1.376 -24.309 -9.529 1.3 -0.5 0.0
H 4.616 -25.231 -6.811 0.2 0.3 -0.5
H 4.627 -28.212 -1.024 0.2 0.0 0.1
O 9.793 -23.378 0.128 -0.4 0.1 -0.8
O 0.547 -21.596 -5.704 -0.4 0.1 -0.1
H 7.350 -25.112 -1.146 0.0 -0.1 -0.1
F 7.405 -24.143 -7.291 0.0 0.3 0.2
H 12.468 -24.578 -5.766 0.0 0.3 -0.3
H 4.663 -23.419 -6.869 0.2 -0.1 -0.3
C 0.799 -21.105 -8.105 -0.2 -0.1 0.1
C 5.891 -19.705 0.089 1.2 -0.5 -0.2
H 8.408 -22.064 -5.367 -0.5 -0.1 0.0
O 4.598 -23.159 -2.721 0.0 0.5 0.0
O -0.402 -26.278 -9.733 0.0 -0.2 0.1
H 0.252 -26.929 -1.438 0.0 -0.4 -0.4
```
Positions in Å, forces in eV/Å.

Its HOMO-LUMO gap is 11.005 eV. The value obtained for the HOMO energy is -10.552 eV. For the molecular weight, the calculation gives 1297.04 g mol⁻¹. The relative energy (zero: lowest compared OMol25 entry of this formula, charge and spin) comes out at 0.0 kcal/mol. The structure (SMILES) is CCOC(=O)C(F)(F)F.CCOC(=O)C(F)(F)F.CCOC(=O)C(F)(F)F.CCOC(=O)C(F)(F)F.CCOC(=O)OC.CCOC(=O)OC.CCOC(=O)OC.CCOC(=O)OC.CCOC(=O)OC.CCOC(=O)OC.CCOC(=O)OC.

Atomic partial charges in e from the Löwdin method, atoms 1 to 99:
1 F 0.163
2 H 0.082
3 C -0.544
4 H 0.060
5 C -0.047
6 C -0.042
7 C -0.032
8 C -0.614
9 H 0.121
10 H 0.077
11 H 0.061
12 O 0.179
13 H 0.088
14 H 0.083
15 C -0.019
16 H 0.094
17 C -0.181
18 H 0.082
19 H 0.080
20 O 0.172
21 C -0.040
22 H 0.119
23 O 0.041
24 H 0.062
25 H 0.059
26 O 0.127
27 H 0.113
28 H 0.057
29 O -0.013
30 H 0.132
31 O 0.169
32 F 0.176
33 H 0.079
34 H 0.117
35 H 0.080
36 H 0.083
37 H 0.107
38 H 0.094
39 C -0.211
40 H 0.083
41 H 0.079
42 H 0.089
43 H 0.090
44 H 0.121
45 C -0.611
46 C -0.544
47 H 0.070
48 C -0.401
49 O 0.125
50 H 0.074
51 H 0.094
52 C -0.196
53 C -0.066
54 C -0.055
55 H 0.093
56 F 0.164
57 C -0.212
58 C -0.187
59 H 0.086
60 O 0.033
61 H 0.091
62 H 0.079
63 H 0.063
64 O -0.011
65 H 0.089
66 C -0.014
67 C -0.550
68 O 0.029
69 H 0.045
70 H 0.106
71 F 0.176
72 H 0.088
73 O 0.036
74 C -0.053
75 O 0.011
76 C -0.036
77 H 0.085
78 O 0.144
79 C -0.595
80 H 0.127
81 H 0.065
82 O 0.012
83 O 0.137
84 H 0.100
85 H 0.062
86 C -0.046
87 F 0.170
88 H 0.086
89 H 0.080
90 F 0.146
91 O 0.020
92 H 0.086
93 H 0.121
94 H 0.095
95 C -0.030
96 H 0.128
97 F 0.167
98 H 0.109
99 O 0.059